[1]
The following is a quantum chemistry calculation of a molecular structure, C29H45FNdP2 at a distorted geometry, from the OMol25 dataset.

The geometry in XYZ format:
```
78
Properties=species:S:1:pos:R:3:forces:R:3
H -1.7354 3.5054 2.4415 0.0 -0.2 0.0
Nd -0.0112 -0.3913 -0.1601 5.2 3.2 9.6
C 2.0858 -2.1320 1.8715 0.8 -0.7 1.4
H -2.7652 0.4965 -3.5387 0.2 -0.3 0.1
H 3.5112 1.4049 3.6218 0.1 -0.1 -0.2
H 0.6039 -1.9297 -4.1875 -0.5 -0.3 0.2
H 2.6944 -1.9524 0.9743 0.0 0.0 0.4
H -0.0667 -2.9230 5.0222 0.3 0.1 -0.1
H -1.3811 -2.2383 0.6364 0.1 0.2 -0.5
C -1.7454 -2.0361 -0.4016 -0.7 -0.5 0.5
H 1.2671 -2.5225 -2.1126 -0.6 0.0 -0.3
C -4.9229 0.9859 0.1485 0.0 -0.2 -0.4
H 2.6196 2.1418 -3.6518 -0.3 -0.1 -0.1
H 0.6159 -0.0327 4.2167 0.0 0.2 0.1
H -4.3635 -2.3107 0.4279 -0.4 0.1 0.2
H -5.3703 1.6113 0.9364 0.0 -0.1 -0.4
C -2.3135 -0.5953 -0.5439 -3.5 -0.1 0.1
C 1.9065 -2.8875 4.1482 0.3 0.1 0.2
F 2.5077 -3.3190 5.3060 -0.4 0.2 -0.8
H -4.1665 -2.0368 2.1900 -0.2 -0.1 -0.4
H -5.6835 0.3454 -0.3098 0.0 0.3 -0.1
H -0.6694 0.7864 -1.7302 -1.2 -0.1 -0.2
C 0.6125 -1.6389 -2.0344 1.3 -2.9 -3.6
C 1.6654 -0.5105 -1.7771 0.6 0.8 0.0
H -0.6321 0.5200 -4.4734 -0.1 -0.2 0.3
C 0.7334 -1.8778 1.8790 -1.5 1.0 -2.7
H -4.4433 1.6391 -0.5929 -0.2 -0.1 0.2
C 2.0699 1.5656 2.0644 -0.9 0.3 -0.8
C 1.6605 1.6141 -3.7769 0.5 0.8 -1.1
H -3.3106 -0.7695 -0.9571 0.3 0.1 -0.7
C 0.5333 -2.6834 4.1449 -0.5 0.2 -0.4
H -1.2580 2.9559 -0.5143 0.1 0.2 0.0
H -2.6584 -1.1497 -2.9564 0.2 0.2 0.1
H -2.3033 1.2838 -1.5318 0.2 -0.1 0.0
C -0.1648 2.1262 1.9826 1.1 -0.8 -0.3
H 1.2986 1.7846 -4.8018 0.2 0.2 0.2
C -1.5540 2.4185 2.3936 -0.6 0.4 0.0
H -1.1385 -1.9592 2.9606 0.2 0.0 0.2
H 2.5430 2.2554 -1.2218 0.1 0.1 0.1
C -0.2295 3.2996 -0.3271 -0.2 0.6 -0.2
C 3.3673 1.0826 2.5809 0.5 -0.2 0.2
C -0.6972 -2.4908 -1.4430 0.5 -0.4 -0.2
C -0.9047 -0.4350 -3.9985 -0.3 -0.1 -0.8
H -1.2364 -2.7723 -2.3506 0.3 0.2 0.0
C -0.0602 -2.1503 2.9768 0.8 -0.8 1.2
H 3.7791 -2.8258 3.0707 -0.2 0.0 0.2
C 3.4139 -0.8886 -4.1188 0.7 0.0 -1.1
H 3.1679 -1.7382 -4.7704 0.2 0.2 0.1
H 0.3199 3.2477 -1.2780 -0.1 0.1 0.1
C -1.7192 0.3598 -1.6384 -2.4 0.9 -2.4
P 1.9280 -0.1298 -3.5466 -2.3 -0.3 5.1
H -2.2911 1.9913 1.6909 0.2 0.3 0.3
H -2.5861 -2.7218 -0.5097 0.3 0.0 -0.1
H -5.6136 -1.3925 1.3553 0.1 -0.2 0.0
C 0.3579 -1.1290 -3.4772 0.8 -0.9 -2.1
C 2.7092 -2.6364 3.0380 -0.3 0.1 -0.5
H 3.0253 3.6340 -0.2147 0.0 -0.3 -0.1
C -4.5444 -1.6077 1.2499 0.2 -0.3 0.0
H 3.8058 2.0572 0.0102 -0.1 0.1 -0.1
C -2.0825 -0.2224 -3.0596 -0.1 0.5 0.2
P -3.7064 -0.0068 1.0630 2.4 0.2 0.4
H 1.5775 1.3431 4.7827 -0.2 -0.1 0.0
C 0.4356 2.5086 0.7390 0.1 -1.3 0.0
H 3.4219 -0.0163 2.5696 0.1 0.2 0.1
H -0.2501 -3.4156 -1.0517 -0.2 0.4 0.0
H -1.2675 -1.0499 -4.8404 0.0 0.3 0.3
H 2.5087 -0.7757 -1.1150 -0.3 0.1 -0.2
C 2.8473 2.5450 -0.2045 0.4 0.3 -0.4
C 1.8275 2.1779 0.8031 -0.8 -0.9 0.6
C 0.8517 1.5462 2.7929 -0.4 0.4 -1.2
H 0.9359 2.0458 -3.0666 0.3 -0.6 -0.2
H 3.9774 -0.1357 -4.6874 0.0 -0.4 0.0
H 4.1980 1.4694 1.9814 0.0 -0.1 0.2
C 0.7030 1.0625 4.1796 0.0 -0.3 0.5
H -1.7677 1.9953 3.3821 -0.1 0.1 -0.2
H -0.1898 1.4870 4.6508 0.2 -0.1 0.1
H 4.0118 -1.2233 -3.2597 -0.3 0.1 -0.3
H -0.2958 4.3665 -0.0517 -0.1 -0.2 -0.2
```
Positions in Å, forces in eV/Å.

For the HOMO-LUMO gap (spin up / spin down), the calculation gives 5.39 / 5.44 eV. For the HOMO energy (spin up / spin down), the calculation gives -8.4 / -8.4 eV. As for the net charge: +1. Its spin multiplicity is 4.

***

[2]
The following is a quantum chemistry calculation of CH3IO3S in the gas phase at a distorted geometry, from the OMol25 dataset.

The geometry in XYZ format:
```
9
Properties=species:S:1:pos:R:3:forces:R:3
O -1.5361 1.7696 -1.2305 -0.5 -2.3 0.4
S -1.7425 0.8205 -0.1450 2.0 1.8 0.1
C -0.1391 0.0344 0.2338 -0.9 -1.1 0.1
H 0.5075 0.0422 -0.5819 0.5 0.1 -2.1
O -2.3106 1.4364 1.0111 0.0 -0.4 0.8
H -0.2316 -1.0010 0.5114 -0.7 -0.5 0.0
O -2.6056 -0.5330 -0.4217 0.8 1.2 -0.4
I -4.5015 -0.2340 0.0876 -0.8 -0.4 -0.1
H 0.5320 0.3947 0.9687 -0.4 1.5 1.3
```
Positions in Å, forces in eV/Å.

For the HOMO-LUMO gap, the calculation gives 8.80 eV. For the HOMO energy, the calculation gives -10.2 eV. Its relative energy (zero: lowest compared OMol25 entry of this formula, charge and spin) is 89.9 kJ/mol. As for the net charge: 0.

***

[3]
The following is a quantum chemistry calculation of a molecular structure, CH3I2O2P at a distorted geometry, from the OMol25 dataset.

The geometry in XYZ format:
```
9
Properties=species:S:1:pos:R:3:forces:R:3
I 1.2267 -3.0172 -0.6646 0.1 0.1 0.2
H -1.9834 0.3178 -0.3114 -1.2 -1.5 0.5
H -1.1677 1.6852 0.5853 -0.5 -0.7 -0.3
O 0.0871 -1.4653 -0.2928 0.2 1.5 0.1
O 0.6260 -0.2646 1.9336 -0.2 1.0 -1.0
C -1.0948 0.8258 -0.1213 3.2 3.6 -0.6
P 0.4500 -0.0302 0.4826 -0.4 -3.1 -0.3
H -0.9023 1.3625 -1.1105 0.2 -0.8 1.1
I 2.7582 0.5859 -0.5008 -1.6 0.0 0.4
```
Positions in Å, forces in eV/Å.

For the HOMO-LUMO gap, the calculation gives 8.73 eV. For the HOMO energy, the calculation gives -9.8 eV. Its relative energy (zero: lowest compared OMol25 entry of this formula, charge and spin) is 127.7 kJ/mol. As for the net charge: 0.

***

[4]
The following is a quantum chemistry calculation of 5 unconnected molecules or ions with the total composition C22H32F13NO6 at a distorted geometry, from the OMol25 dataset.

The geometry in XYZ format:
```
74
Properties=species:S:1:pos:R:3:forces:R:3
H 0.6822 5.2921 -3.9971 -0.1 -0.3 -0.2
H 2.7915 -0.5012 0.6096 0.1 0.1 -0.1
C -4.8826 -4.5977 5.5155 0.7 -0.7 -0.1
H 2.6143 7.6955 -1.4278 0.0 0.1 -0.1
F -1.0326 -2.8298 1.1846 0.3 -3.1 1.1
C -3.6305 -1.0609 4.2753 0.8 1.2 -0.2
C 2.2474 8.9596 -4.6563 -0.3 -0.2 -0.2
F 0.8590 -5.9771 0.8464 -1.4 3.2 -0.9
F -4.4419 -1.4125 3.1295 1.1 0.1 1.9
H -1.8639 -1.0574 2.9400 -0.4 -0.5 1.7
H -1.8213 5.2926 -3.0298 0.0 0.0 -0.2
H 0.3228 3.8027 -4.9281 -0.1 0.1 0.0
H 3.2902 8.9322 -4.9794 0.0 0.2 0.1
O 0.3763 0.4310 2.2715 0.1 0.0 -0.1
H -2.1813 3.8034 -3.9596 0.0 0.2 -0.1
C 1.0088 0.5023 1.2361 -0.4 -0.1 0.3
C 2.5077 0.3567 1.2235 0.0 0.0 0.4
C -2.1023 -1.4372 4.0065 0.3 1.2 -1.3
H 2.8646 0.1921 2.2425 -0.1 0.0 -0.1
F -0.1946 -3.4581 -2.6179 1.1 -3.2 1.0
H 3.4834 -2.8305 -2.9310 -0.1 0.1 0.0
H 0.6833 1.6648 -0.5267 0.0 -0.2 -0.1
H 1.6316 3.8169 -3.7283 -0.1 0.0 0.0
H -4.0553 -1.4438 5.2618 0.3 0.1 -1.7
O 0.4294 -2.7053 4.6501 -2.6 -2.3 -3.8
H 1.6185 8.5968 -5.4721 0.1 0.0 0.1
F -0.8817 -6.5822 -0.8580 0.5 3.3 0.2
C -1.7620 4.2022 -3.0333 -0.2 -0.2 0.4
F 1.1793 -3.7726 0.0913 -2.1 -2.6 0.5
C 3.2680 0.6416 -2.7148 0.3 0.2 0.1
F 1.3226 -5.2492 -2.4054 -3.1 1.5 0.6
H 4.0438 1.3697 -2.4681 -0.1 -0.1 0.0
C -0.6862 -5.1606 -0.8581 -1.1 -1.6 -1.1
C 3.8545 -0.7439 -2.6814 0.8 -0.1 0.1
H -1.3737 -0.8504 4.6888 -1.4 -1.0 -0.7
H 2.4671 0.7194 -1.9777 -0.2 0.1 -0.2
H 2.8863 0.8631 -3.7138 -0.2 0.0 0.1
C -3.6003 -4.5490 4.5699 -0.3 1.1 0.0
H -3.9484 -4.0867 3.5740 0.5 -0.7 1.6
H -1.6071 -4.3643 5.5875 -1.2 1.3 -0.6
H -2.7110 -2.9715 6.0326 0.4 -0.7 -1.3
H 1.9527 9.9833 -4.4158 0.2 0.0 0.0
H -2.3423 3.8170 -2.1920 0.1 0.0 -0.1
C -0.0076 -4.8206 -2.2888 -0.7 -0.4 -2.3
F -0.7417 -5.5498 -3.2776 1.8 1.8 2.4
F -1.7602 -4.9637 1.9415 2.1 2.1 -1.0
C 0.2068 -4.7766 0.4203 1.1 0.0 1.1
H 2.5806 9.4151 -1.8659 0.2 0.0 -0.1
O 0.1857 -4.0141 2.7922 -3.0 1.0 -1.0
C 2.8486 8.4156 -2.2148 -0.2 -0.3 0.2
C 0.6359 4.2020 -3.9605 0.2 -0.2 0.1
H 2.9663 1.2689 0.8354 0.0 -0.1 -0.2
F -5.6615 -5.7280 5.1024 1.2 2.8 1.5
C -0.3280 3.7672 -2.8913 0.4 -0.3 0.3
O 5.0263 -0.9297 -2.4123 -0.6 0.1 -0.1
F -5.6600 -3.4129 5.4635 1.5 -2.9 0.1
C -2.3931 -3.6318 5.1610 0.1 -1.9 0.1
H -3.6741 0.0920 4.3429 0.1 -1.8 -0.2
H 0.5111 -0.1045 -0.7524 0.1 0.1 -0.1
H 2.1156 -1.9159 -2.2648 -0.1 0.1 -0.2
F -1.9708 -4.5806 -0.8779 2.9 -1.0 0.4
C 2.9302 -1.8907 -2.9922 0.3 -0.3 0.1
O 0.0366 3.0892 -1.9462 -0.2 0.4 -0.5
O 1.3020 7.1242 -3.4767 0.4 0.7 0.1
C 0.3234 0.7372 -0.0810 -0.2 0.0 0.3
C -0.3799 -3.1861 3.8129 2.6 2.8 4.6
H 3.9181 8.3639 -2.4295 0.0 0.2 0.0
H -0.7532 0.8223 0.0814 0.1 0.0 0.0
F -4.4915 -4.7574 6.8776 -1.3 0.1 -2.8
H -3.1647 -5.5724 4.3268 -1.1 1.2 0.6
N -1.8083 -2.9019 3.9962 0.6 -0.5 -0.3
H 2.5318 -1.7846 -4.0036 -0.2 0.0 0.1
C 2.0609 8.0764 -3.4516 -0.4 -0.5 0.0
C -0.6513 -4.1304 1.6457 0.0 0.1 0.1
```
Positions in Å, forces in eV/Å.

For the HOMO-LUMO gap, the calculation gives 9.98 eV. For the HOMO energy, the calculation gives -9.5 eV. As for the net charge: 0.

***

Number 1: molar mass 618.9 g/mol, electronic energy -67360.3966 eV. Number 2: molar mass 222.0 g/mol, electronic energy -26161.7996 eV. Number 3: molar mass 331.8 g/mol, electronic energy -30671.1698 eV. Number 4: molar mass 653.5 g/mol, electronic energy -72432.3002 eV.